{
  "formula": "C4H12NO2",
  "method": "the ωB97M-V functional and the def2-TZVPD basis",
  "species": ["H", "H", "H", "H", "H", "C", "O", "H", "C", "C", "H", "C", "H", "O", "H", "N", "H", "H", "H"],
  "xyz": [[2.110, 1.837, -1.544], [-1.156, -1.769, 2.638], [0.962, 2.601, 0.746], [0.497, -1.041, -0.896], [1.427, 1.001, 1.376], [0.360, 0.936, -0.499], [1.860, -0.141, -2.008], [-0.230, 1.530, 1.480], [0.656, 1.565, 0.843], [1.576, 0.878, -1.454], [-2.090, 0.145, -0.969], [-1.480, -0.756, -0.950], [0.167, -2.468, 2.458], [-0.543, -2.058, 1.948], [-1.360, -1.034, -1.996], [-0.136, -0.465, -0.353], [-0.215, -0.733, 0.636], [-0.386, 1.501, -1.030], [-2.021, -1.530, -0.426]],
  "forces_ev_per_angstrom": [[0.16, -0.16, -0.27], [-0.14, -0.07, -0.09], [0.08, 0.06, -0.07], [0.85, -0.51, 0.23], [0.11, 0.16, -0.12], [0.62, -0.22, -0.32], [0.24, -0.21, -0.22], [-0.07, 0.17, -0.10], [-0.02, -0.43, 0.45], [-0.64, 0.39, 0.87], [0.06, 0.04, 0.32], [-0.55, 0.72, -0.88], [0.10, -0.11, -0.18], [0.00, 0.33, 0.31], [0.17, -0.15, 0.08], [-1.38, 0.38, -0.14], [0.59, -0.47, 0.05], [-0.47, 0.32, -0.21], [0.29, -0.23, 0.28]],
  "gap_ha": 0.424,
  "largest_force_ev_per_a": 1.43,
  "energy_ev": -9921.1047,
  "homo_ev": -14.78,
  "de_lowest_kcal_mol": 25.9,
  "charge": 1
}

{
  "formula": "C3H6Br2OS",
  "method": "the ωB97M-V functional and the def2-TZVPD basis",
  "species": ["H", "Br", "H", "S", "C", "H", "H", "C", "H", "H", "Br", "C", "O"],
  "xyz": [[2.154, -1.047, 0.232], [-1.672, 2.077, 2.331], [-1.590, -0.701, -0.453], [0.347, 0.523, 0.132], [0.528, -0.027, 1.854], [-1.222, 0.276, -1.960], [1.876, -0.297, -1.402], [1.452, -0.864, -0.629], [0.857, -1.675, -0.875], [-1.873, 1.182, -0.483], [-0.356, -1.626, 2.137], [-1.262, 0.289, -0.769], [0.762, 1.890, -0.115]],
  "forces_ev_per_angstrom": [[-0.48, -0.06, -1.19], [0.95, -1.03, -0.27], [-0.57, 0.29, 0.19], [-0.97, -0.74, -1.25], [-0.81, 1.72, -0.24], [0.71, 0.10, 2.59], [0.87, 0.24, -1.33], [0.36, 2.89, 3.40], [-1.08, -1.48, -0.55], [0.40, -1.10, 0.19], [-0.30, -0.28, -0.09], [0.30, 0.36, -1.63], [0.63, -0.91, 0.18]],
  "gap_ha": [0.276, 0.229],
  "largest_force_ev_per_a": 4.48,
  "energy_ev": -156170.2026,
  "homo_ev": [-9.20, -8.59],
  "de_lowest_kcal_mol": 109.8
}

{
  "formula": "C5H9NO",
  "method": "the ωB97M-V functional and the def2-TZVPD basis",
  "species": ["C", "H", "O", "C", "H", "C", "H", "N", "C", "H", "H", "H", "H", "C", "H", "H"],
  "xyz": [[1.211, 0.893, -0.285], [0.199, -1.129, -1.955], [-1.986, -0.143, 0.055], [0.121, -0.973, -0.825], [-2.662, 0.384, -0.547], [0.417, -0.577, 1.158], [1.733, 1.369, 0.449], [1.362, -0.634, -0.147], [-0.125, 1.336, -0.002], [0.495, -1.610, 1.566], [0.521, -0.094, 2.031], [-0.858, 2.180, -0.655], [-0.239, 1.706, 1.252], [-0.632, -0.044, 0.004], [-0.259, -2.187, -0.501], [1.478, 1.145, -1.357]],
  "forces_ev_per_angstrom": [[3.36, 0.34, -4.33], [-0.26, 1.22, 1.27], [-4.21, -0.13, -0.26], [0.01, -5.97, -2.49], [3.15, -1.22, 1.63], [-0.55, -4.49, -3.48], [2.99, 1.01, 1.25], [-1.35, 2.64, 2.74], [-4.79, 3.23, 2.31], [-1.20, 0.06, -1.03], [1.15, 3.24, 2.45], [2.72, -2.62, 1.48], [0.18, -0.53, -3.93], [-2.60, -0.35, 1.83], [1.14, 3.55, -0.75], [0.26, 0.03, 1.32]],
  "gap_ha": 0.378,
  "largest_force_ev_per_a": 6.47,
  "energy_ev": -8862.3391,
  "homo_ev": -9.59,
  "de_lowest_kcal_mol": 158.5
}

{
  "formula": "C4H9NO2",
  "method": "the ωB97M-V functional and the def2-TZVPD basis",
  "species": ["H", "H", "H", "O", "H", "O", "C", "C", "H", "H", "H", "H", "N", "C", "H", "C"],
  "xyz": [[-1.671, 1.314, -0.904], [1.712, -0.123, 2.247], [-2.344, -0.910, -1.324], [1.513, 2.323, -0.286], [0.539, 1.960, -0.313], [1.066, -1.821, 0.404], [0.453, -0.617, 0.634], [-1.355, -1.261, -1.032], [0.304, 1.024, 1.931], [-0.798, -1.481, -1.946], [1.667, 2.795, 0.535], [-1.458, -2.180, -0.455], [-0.866, 1.056, -0.341], [-0.643, -0.200, -0.237], [0.986, -2.066, -0.525], [0.897, 0.187, 1.614]],
  "forces_ev_per_angstrom": [[-0.01, -0.32, -0.17], [0.23, -0.02, -0.06], [0.04, -0.02, -0.04], [-1.23, -0.38, -0.63], [1.96, 0.96, 0.58], [-0.12, -0.11, -0.18], [1.01, 0.79, 0.88], [-0.27, 0.05, 0.22], [0.03, 0.27, -0.21], [0.03, -0.02, 0.02], [-0.32, -0.09, 0.00], [-0.01, -0.03, -0.06], [-0.23, -0.34, 0.22], [-0.45, 0.45, -0.69], [0.05, 0.01, 0.10], [-0.72, -1.20, 0.03]],
  "gap_ha": 0.343,
  "largest_force_ev_per_a": 2.26,
  "energy_ev": -9877.8283,
  "smiles": "[H]/N=C(\\C)C(=C)O.O",
  "homo_ev": -8.96,
  "de_lowest_kcal_mol": 51.5
}

{
  "formula": "C26H18BCl52F6N4O6",
  "method": "the ωB97M-V functional and the def2-TZVPD basis",
  "species": ["Cl", "O", "Cl", "C", "N", "H", "C", "Cl", "Cl", "C", "Cl", "H", "C", "C", "Cl", "Cl", "C", "O", "Cl", "Cl", "H", "Cl", "Cl", "Cl", "Cl", "Cl", "N", "Cl", "Cl", "C", "Cl", "Cl", "C", "H", "C", "H", "Cl", "Cl", "F", "O", "C", "Cl", "Cl", "H", "Cl", "C", "H", "Cl", "Cl", "C", "C", "C", "H", "Cl", "Cl", "Cl", "Cl", "Cl", "H", "Cl", "H", "O", "F", "Cl", "C", "C", "Cl", "C", "Cl", "B", "C", "Cl", "H", "H", "Cl", "Cl", "H", "Cl", "C", "H", "H", "C", "Cl", "C", "Cl", "Cl", "C", "O", "Cl", "H", "F", "Cl", "C", "C", "Cl", "Cl", "N", "C", "Cl", "H", "Cl", "F", "N", "Cl", "Cl", "Cl", "H", "O", "C", "F", "Cl", "Cl", "F"],
  "xyz": [[-0.731, 1.498, -11.188], [-0.820, -2.397, 3.012], [10.780, -0.571, 4.883], [-13.832, 3.709, -12.733], [-0.920, -1.087, 3.290], [-4.230, 2.437, 4.671], [-7.100, -2.182, -7.898], [9.552, -0.568, 7.521], [9.924, -3.075, 6.093], [4.544, -2.228, 6.922], [2.593, -3.594, -1.854], [-2.703, -1.028, 2.027], [-0.120, -0.155, 4.171], [3.463, 3.864, 5.259], [-1.774, -1.993, -5.396], [-9.628, 4.750, -8.776], [3.131, -2.271, 4.543], [6.149, -0.279, 5.758], [-11.393, 0.165, -5.325], [-5.013, 0.400, -9.952], [1.009, -2.023, 1.825], [-3.396, 0.410, -5.643], [-7.542, 2.879, -9.558], [1.206, 1.746, -9.030], [8.403, -6.969, 8.137], [6.318, -5.036, 7.517], [-0.884, 1.137, 3.986], [-1.614, 0.085, -3.366], [-7.717, -1.152, -9.215], [3.435, 2.246, 5.674], [-5.504, -1.585, -7.376], [12.227, -1.655, 7.163], [-1.825, -0.236, -5.106], [2.674, 4.429, 5.931], [-9.933, 1.081, -4.872], [-3.304, 3.013, 0.785], [-10.065, 2.934, -11.006], [0.782, -1.507, 8.309], [4.810, -3.220, 8.026], [7.054, -1.822, 7.359], [14.556, -0.207, 2.681], [-1.641, 1.712, -8.433], [0.972, -1.192, -2.101], [6.735, -0.582, 4.978], [2.217, -2.137, 10.760], [7.457, -6.220, 6.826], [-4.190, 4.085, 3.597], [-1.357, 5.547, -3.264], [6.547, -7.480, 5.955], [-2.077, 0.938, 3.063], [4.011, -3.111, 5.644], [5.952, -1.425, 6.664], [3.142, 3.978, 4.120], [8.559, -5.395, 5.695], [-13.654, 1.942, -12.881], [-13.172, 4.496, -14.189], [-3.911, 2.590, -11.518], [-3.849, 4.286, -4.080], [3.070, 2.234, 6.806], [-15.557, 4.121, -12.565], [2.579, 1.087, 3.771], [1.553, 0.505, 5.670], [3.342, -4.392, 6.085], [15.390, -1.517, 1.808], [0.903, -1.164, 10.053], [0.289, -4.294, 1.799], [-12.943, 4.277, -11.297], [0.006, -2.647, 1.809], [-8.723, -0.033, -4.186], [-3.186, 2.129, 2.659], [-3.610, 3.128, 3.939], [15.690, 1.140, 2.956], [-0.653, -2.413, 0.845], [4.512, 4.328, 5.497], [-6.945, -3.860, -8.479], [-6.402, 1.329, -12.334], [4.486, 1.740, 5.579], [-3.890, -0.116, -12.585], [10.621, -1.467, 6.415], [1.432, 2.341, 4.588], [1.392, -4.565, 1.509], [-8.856, 3.926, -10.153], [3.853, -1.047, -2.476], [-4.804, 1.051, -11.597], [-2.460, 3.357, -1.698], [-0.636, -1.578, 10.849], [-0.407, 2.243, -9.602], [0.845, -2.826, 5.586], [-0.460, 4.018, -9.757], [-0.531, -4.830, 1.158], [3.891, -1.101, 3.976], [-0.514, 0.555, -6.018], [2.238, 1.490, 4.818], [2.543, -1.837, -1.563], [-10.358, 2.315, -3.660], [-1.336, 2.841, -4.332], [0.987, -0.487, 4.912], [1.622, -1.854, 5.032], [13.175, 0.368, 1.712], [0.135, -4.648, 2.928], [1.250, 0.567, 10.295], [2.941, -3.203, 3.369], [-2.039, -0.517, 2.650], [-8.232, -2.132, -6.524], [2.753, -1.516, 0.177], [13.969, -0.818, 4.248], [-2.592, 3.356, 4.500], [-3.750, 2.255, 1.292], [-2.250, 4.008, -3.344], [5.252, -3.569, 4.915], [-9.258, 1.875, -6.317], [-8.187, 5.140, -11.273], [3.559, -1.266, 7.471]],
  "forces_ev_per_angstrom": [[0.28, 0.13, 0.47], [1.25, -0.40, 0.07], [-0.29, -0.15, 0.34], [-0.06, 0.10, 0.00], [0.39, 1.81, 0.81], [1.04, 1.56, -1.32], [-0.26, -0.11, -0.16], [0.76, -0.06, -0.29], [0.48, 1.18, 0.35], [-0.14, -0.26, 3.05], [-0.03, 0.48, 0.14], [1.15, 0.19, 0.92], [-6.37, 0.39, -4.32], [-0.45, -0.58, 0.14], [-0.02, 0.49, 0.08], [0.14, -0.19, -0.31], [0.32, -0.12, -2.99], [-0.90, -3.62, 0.49], [0.40, 0.22, 0.12], [0.33, 0.30, -0.51], [-2.38, -1.27, 0.16], [0.36, -0.15, 0.15], [-0.33, 0.29, 0.07], [-0.32, 0.09, -0.06], [-0.22, 0.21, -0.37], [0.99, -1.03, -0.41], [-1.37, -3.42, -1.74], [-0.33, -0.83, -0.03], [-0.10, -0.40, 0.47], [-0.94, 0.48, 0.58], [-0.32, -0.15, -0.01], [-0.34, 0.04, -0.18], [0.10, -0.16, -0.16], [1.54, -1.16, -1.50], [-0.07, 0.05, -0.08], [-1.17, -1.42, 1.10], [0.63, 0.13, 0.28], [-0.24, 0.00, 0.43], [-1.54, 3.97, -3.39], [-8.68, 2.21, -4.74], [0.15, -0.06, 0.10], [-0.02, 0.55, -1.09], [0.48, -0.21, 0.17], [-1.02, 0.40, 1.93], [-0.35, 0.27, -0.25], [-0.11, -0.14, 0.27], [1.12, -1.96, 0.86], [-0.25, -0.41, 0.05], [0.22, 0.30, 0.16], [4.50, -4.92, 1.65], [1.50, -2.87, -0.49], [8.10, -1.02, 2.93], [0.97, -0.03, 2.45], [-0.70, -1.01, -0.02], [-0.01, 0.40, 0.05], [-0.15, -0.20, 0.37], [-0.40, -0.28, -0.03], [0.45, -0.13, 0.26], [0.97, -0.28, -2.36], [0.43, -0.12, -0.05], [-0.54, 0.27, 2.27], [0.93, 0.05, -0.96], [2.00, 4.91, -1.63], [-0.22, 0.34, 0.20], [0.02, -0.01, 0.28], [-0.47, 0.54, 1.38], [-0.51, -0.03, -0.40], [0.74, -1.60, -1.87], [-0.30, 0.42, 0.10], [-1.37, 1.72, -0.74], [0.87, -1.06, -0.49], [-0.31, -0.34, -0.08], [1.56, -0.08, 2.06], [-2.06, -0.96, -0.73], [0.01, 0.42, 0.14], [0.44, -0.18, 0.04], [-2.20, 0.87, 0.10], [-0.22, 0.27, 0.26], [0.04, 0.13, 0.07], [1.63, -1.90, 0.49], [-2.34, 0.68, 0.29], [0.01, -0.03, -0.11], [-0.41, -0.23, 0.33], [0.02, 0.11, -0.03], [0.06, -0.07, -0.17], [0.42, 0.12, -0.25], [-0.20, 0.02, -0.20], [5.66, 6.54, -4.17], [0.01, -0.44, 0.05], [1.86, 1.04, 1.11], [-2.41, -3.73, 2.16], [0.09, -0.91, 0.90], [0.51, 3.32, -0.78], [0.07, -0.07, -0.40], [0.10, -0.29, -0.28], [-0.26, 1.51, 0.24], [0.14, -1.40, -1.02], [-5.23, -5.07, 3.15], [0.26, -0.12, 0.21], [0.39, 0.72, -2.44], [-0.07, -0.40, -0.10], [0.42, 2.97, 3.65], [1.38, 5.94, 2.62], [0.38, -0.11, -0.54], [0.25, 0.02, -0.31], [0.38, 0.16, -0.48], [-2.17, -0.22, -0.97], [2.89, 0.54, 2.38], [0.07, 0.27, -0.53], [-3.89, 1.73, 2.18], [-0.14, -0.22, 0.34], [-0.16, -0.33, 0.29], [2.71, -2.93, -2.15]],
  "gap_ha": 0.255,
  "largest_force_ev_per_a": 10.13,
  "energy_ev": -713618.7881,
  "homo_ev": -11.95,
  "charge": 1
}

{
  "formula": "C18H22N4O2",
  "method": "the ωB97M-V functional and the def2-TZVPD basis",
  "species": ["C", "C", "C", "H", "N", "H", "H", "H", "C", "H", "C", "C", "H", "O", "H", "H", "H", "H", "C", "H", "C", "H", "H", "H", "H", "C", "C", "H", "N", "C", "H", "C", "N", "H", "H", "N", "C", "C", "C", "H", "O", "C", "H", "C", "C", "H"],
  "xyz": [[-0.472, 0.648, 2.157], [-2.986, 0.286, 1.870], [0.015, 3.160, 1.750], [-0.265, -2.784, 2.091], [-1.411, -0.331, 7.935], [-1.502, -1.921, 1.146], [-1.979, 1.473, 3.449], [-1.057, 0.892, 9.579], [-2.283, -1.236, 8.584], [-4.204, -1.912, 3.393], [-2.372, -0.767, 5.795], [0.031, -0.680, 1.960], [4.160, 0.359, 0.522], [-0.569, 0.711, 6.009], [-3.837, 0.985, 1.936], [-4.751, -3.248, 7.587], [0.146, -0.399, 9.314], [-3.571, -3.671, 8.868], [3.758, -0.096, 1.436], [0.922, 3.777, 1.666], [2.295, 0.154, 1.622], [-1.504, -1.829, 2.928], [3.954, -1.168, 1.394], [-3.290, -0.626, 2.413], [-0.589, 3.529, 2.589], [0.456, 1.732, 1.888], [1.381, -0.898, 1.720], [1.741, -1.924, 1.601], [-4.062, -2.269, 5.529], [-4.133, -2.869, 8.393], [0.128, 1.039, 8.225], [-3.240, -1.694, 6.444], [-3.204, -1.944, 7.770], [4.331, 0.316, 2.274], [2.469, 2.305, 1.436], [-2.647, -0.803, 4.475], [1.796, 1.463, 1.637], [-1.365, -0.051, 6.544], [-3.693, -1.688, 4.340], [-4.728, -2.325, 9.125], [-2.238, -1.399, 9.801], [-0.483, 0.351, 8.816], [-2.748, -0.014, 0.827], [-1.811, 0.803, 2.597], [-0.865, -1.866, 2.040], [-0.559, 3.280, 0.817]],
  "forces_ev_per_angstrom": [[1.84, -0.43, -0.63], [-0.16, -0.78, -0.27], [0.07, 0.20, -0.09], [-0.21, 0.23, -0.08], [-0.40, -0.29, -0.48], [0.11, -0.07, 0.21], [-0.03, 0.08, -0.53], [0.30, -0.10, -0.13], [-0.64, -0.54, -0.28], [0.35, 0.03, 0.60], [-0.72, -1.44, 2.01], [-0.32, 0.28, -0.29], [-0.23, -0.02, 0.15], [0.29, 0.21, 0.76], [0.42, -0.20, -0.06], [-0.14, -0.13, 0.07], [-0.08, 0.34, -0.04], [-0.19, -0.02, 0.11], [0.31, -0.21, -0.03], [-0.48, -0.01, 0.07], [-0.49, 0.08, -0.26], [0.09, -0.03, -0.15], [0.06, 0.08, 0.00], [-0.08, 0.59, -0.63], [0.07, -0.17, -0.15], [-0.26, -0.39, 0.78], [0.43, 0.31, 0.09], [-0.16, 0.33, 0.16], [0.32, 0.56, -0.43], [0.27, 0.25, 0.00], [-0.23, -0.24, 0.09], [0.48, 0.98, -2.82], [1.26, 0.89, 1.79], [-0.12, -0.03, -0.07], [-0.27, -0.38, 0.11], [-1.08, -0.17, -1.27], [-0.39, -0.13, 0.07], [-0.78, -0.49, -1.07], [1.29, 0.68, 1.75], [-0.05, -0.22, 0.09], [-0.06, 0.12, -1.12], [0.17, 0.06, 0.35], [-0.16, 0.44, 0.63], [-0.47, 0.34, 0.62], [-0.02, -0.62, 0.01], [0.08, 0.05, 0.34]],
  "gap_ha": 0.179,
  "largest_force_ev_per_a": 3.02,
  "energy_ev": -29076.9997,
  "homo_ev": -6.93,
  "de_lowest_kcal_mol": 78.9
}

{
  "formula": "C5H11NO",
  "method": "the ωB97M-V functional and the def2-TZVPD basis",
  "species": ["C", "C", "H", "C", "N", "H", "H", "C", "H", "H", "O", "H", "H", "C", "H", "H", "H", "H"],
  "xyz": [[1.080, -1.766, 0.726], [-0.453, 0.094, -0.182], [-1.562, 1.634, -1.156], [1.037, 1.458, -0.007], [-0.990, 0.138, 1.133], [-0.883, 0.420, -2.267], [0.786, -2.803, 0.901], [0.178, -1.136, -0.272], [2.102, -1.803, 0.329], [1.037, 1.818, -1.047], [0.538, 2.170, 0.915], [-1.975, 0.403, 1.153], [1.094, -1.235, 1.674], [-1.354, 0.572, -1.295], [1.947, 0.877, 0.218], [0.099, -1.673, -1.215], [-0.380, 0.804, 1.680], [-2.302, 0.029, -1.288]],
  "forces_ev_per_angstrom": [[-0.45, 0.06, 0.24], [-1.32, -3.54, 0.09], [0.00, 0.01, -0.07], [0.87, 2.18, 1.30], [0.48, 1.56, 2.10], [-0.04, 0.06, -0.03], [-0.01, -0.02, 0.02], [0.58, 0.83, -1.45], [-0.10, 0.05, -0.12], [-0.47, -0.17, -0.06], [0.80, -0.89, -1.39], [0.58, 0.21, -0.05], [-0.08, 0.00, 0.00], [0.39, 0.15, -0.03], [-0.29, -0.35, 0.04], [0.51, 0.16, -0.34], [-1.47, -0.34, -0.35], [0.01, 0.03, 0.09]],
  "gap_ha": [0.299, 0.299],
  "largest_force_ev_per_a": 3.78,
  "energy_ev": -8897.7091,
  "homo_ev": [-8.44, -8.44],
  "de_lowest_kcal_mol": 92.0
}